# 1
The following is a quantum chemistry calculation of 5 unconnected molecules or ions with the total composition C4H20N2O4, from the OMol25 dataset.

Calculated values
- SMILES: CNC[C@@H](C)N.O.O.O.O
- Kohn-Sham gap: 10.115 eV
- Energy above the lowest of the compared OMol25 structures with the same formula, charge and spin: 5.39 kcal per mole
- Max |F|: 0.0128 Eh/bohr

Cartesian coordinates (Å):
N  2.2056  1.2979  0.0993
C  1.4237  0.3226  -0.6882
C  1.9506  0.2183  -2.1118
C  -0.0522  0.6763  -0.7030
N  -0.6199  0.6041  0.6465
C  -1.9745  1.1332  0.7683
H  1.6257  2.0791  0.3942
H  2.9775  1.6552  -0.4417
H  1.5363  -0.6597  -0.2274
H  3.0224  -0.0101  -2.1022
H  1.8009  1.1557  -2.6413
H  1.4749  -0.6121  -2.6417
H  -0.5602  -0.0140  -1.4037
H  -0.1932  1.6870  -1.0852
H  -0.5943  -0.3601  0.9569
H  -1.9845  2.1719  0.4362
H  -2.7323  0.5815  0.1862
H  -2.2791  1.0908  1.8118
H  2.3319  0.2697  2.0118
H  0.8955  0.5957  2.3523
O  1.6262  0.0147  2.6286
H  -0.8173  -2.7071  0.5346
H  -1.7579  -1.8684  -0.3182
O  -1.4916  -2.7793  -0.1622
H  -3.3518  0.6392  -3.0318
H  -2.4303  0.9626  -1.8267
O  -2.9125  1.3526  -2.5600
H  0.3911  -2.8584  2.5946
H  1.0160  -1.5084  2.0815
O  0.5124  -2.3071  1.8182

***

# 2
The following is a quantum chemistry calculation of a molecular structure, C4H20N8O6Zn at a distorted geometry, from the OMol25 dataset.

Calculated values
- Kohn-Sham gap: 2.488 eV
- Energy above the lowest of the compared OMol25 structures with the same formula, charge and spin: 311.43 kcal per mole
- Charge: +2
- Max |F|: 0.1547 Eh/bohr

Cartesian coordinates (Å):
Zn  8.8156  4.1622  -4.4800
O  9.1704  7.8051  -4.7545
H  8.9911  8.2890  -3.9483
H  9.0677  8.4533  -5.4513
O  5.9568  4.0656  -6.9826
H  5.1486  3.5702  -7.1154
H  6.2084  4.3541  -7.8599
C  4.7470  4.2202  -0.1131
O  5.6660  4.3572  -0.9472
N  4.1490  5.1780  0.5023
N  4.3057  3.0863  0.0825
H  4.4669  6.1307  0.3956
H  3.4855  4.9564  1.2308
H  3.8096  2.9238  0.9472
H  4.7997  2.3903  -0.4575
C  7.0875  -1.2657  -3.9705
O  7.6862  -0.2466  -4.1642
N  6.2947  -1.8480  -4.8216
N  7.0058  -1.6706  -2.7041
H  6.2231  -1.4413  -5.7433
H  5.7746  -2.5959  -4.3855
H  7.5968  -1.2259  -2.0163
H  6.5501  -2.5442  -2.4824
C  11.2005  1.9382  0.2300
O  11.1036  2.5484  -0.8264
N  10.6087  2.4126  1.3059
N  11.8362  0.8529  0.4118
H  10.5038  1.8150  2.1134
H  10.1192  3.2939  1.2441
H  12.2538  0.3262  -0.3420
H  11.4619  0.2058  1.0910
C  12.9342  1.6908  -7.4530
O  12.0827  2.5383  -7.1648
N  12.9815  1.3361  -8.6646
N  13.6096  1.0184  -6.5819
H  13.7129  0.6601  -8.8326
H  12.3993  1.7688  -9.3675
H  13.6124  1.2854  -5.6078
H  13.6799  0.0264  -6.7580

***

# 3
The following is a quantum chemistry calculation of 6 unconnected molecules or ions with the total composition C4H20NO5S at a distorted geometry, from the OMol25 dataset.

Calculated values
- Kohn-Sham gap: 7.021 eV
- Energy above the lowest of the compared OMol25 structures with the same formula, charge and spin: 14.99 kcal per mole
- Charge: -1
- Max |F|: 0.0537 Eh/bohr

Cartesian coordinates (Å):
C  1.8384  1.4084  -0.1799
N  1.2591  0.0842  -0.2229
C  1.2292  -0.7021  1.0186
C  0.5377  -2.0451  0.7854
S  -1.2187  -1.9926  0.1954
C  0.4390  -0.0143  2.1507
H  1.9124  1.5973  -1.2795
H  1.2156  2.0976  0.3828
H  2.8813  1.4918  0.2333
H  0.3421  -0.0683  -0.7497
H  2.2967  -0.9793  1.3591
H  1.2069  -2.4738  0.0556
H  0.4548  -2.5935  1.7532
H  0.9692  0.6851  2.7973
H  0.3159  -0.8425  2.8447
H  -0.5033  0.4322  1.8658
H  2.2295  -0.8489  -1.9613
H  1.3256  -2.0711  -1.7079
O  2.1153  -1.7786  -2.1453
H  -1.6201  0.9781  -2.3016
H  -1.5446  2.1321  -1.1621
O  -1.7944  1.8855  -2.0442
H  -2.1814  0.0298  1.3250
H  -3.1318  -0.3841  0.1474
O  -2.6568  0.3221  0.5599
H  -2.4447  1.8212  0.9826
H  -1.4514  2.1824  2.1079
O  -1.9307  2.6121  1.3953
H  -0.9531  -0.5926  -2.1726
H  -0.3604  -1.6192  -2.9324
O  -0.7771  -0.7538  -3.1008

***

# 4
The following is a quantum chemistry calculation of 6 unconnected molecules or ions with the total composition C4H20NO8 at a distorted geometry, from the OMol25 dataset.

Calculated values
- Spin multiplicity: 2
- Kohn-Sham gap (spin up / spin down): 10.878 / 4.010 eV
- Charge: +2
- ⟨S²⟩: 0.7548
- Max |F|: 0.0507 Eh/bohr

Cartesian coordinates (Å):
C  0.9747  -0.7795  0.2851
O  1.4748  -1.7139  1.2447
C  -0.5195  -0.5966  0.7610
C  -1.3208  0.3375  -0.1319
C  -2.7057  -0.2385  -0.4101
O  -3.6351  0.4847  0.2323
O  -2.9548  -1.1703  -1.1218
N  -0.5712  -0.0862  2.1590
H  1.6396  0.0684  0.4636
H  1.1376  -1.2482  -0.6885
H  1.2964  -2.6179  0.8576
H  -0.9267  -1.5981  0.7394
H  -0.8969  0.6206  -1.0919
H  -1.3831  1.3109  0.3385
H  -4.4924  0.1342  -0.0728
H  0.0005  0.8170  2.3246
H  -0.1912  -0.7233  2.8563
H  -1.5478  0.1164  2.3961
H  -0.2689  -2.0395  -3.0609
H  -1.4105  -1.3079  -2.3413
O  -0.4410  -1.4030  -2.3508
H  0.9250  2.2517  0.8612
H  1.3933  2.6696  2.3111
O  0.8770  2.0246  1.8147
H  3.4845  2.7649  -1.8012
H  3.9424  1.3845  -1.5248
O  3.5227  2.1294  -1.0736
H  0.9218  2.6805  -1.3608
H  1.2547  4.1685  -0.8113
O  0.9698  3.2753  -0.5989
H  -0.7764  -3.6587  -0.9223
H  0.2616  -4.4560  0.0236
O  -0.0346  -3.6011  -0.3057

***

# 5
The following is a quantum chemistry calculation of 6 unconnected molecules or ions with the total composition C4H20O6 at a distorted geometry, from the OMol25 dataset.

Calculated values
- Kohn-Sham gap: 7.761 eV
- Energy above the lowest of the compared OMol25 structures with the same formula, charge and spin: 155.04 kcal per mole
- Max |F|: 0.1920 Eh/bohr

Cartesian coordinates (Å):
O  1.2202  -2.1010  1.0975
H  0.8272  -2.8730  1.6575
H  1.3862  -2.4800  0.1935
H  0.8202  -1.2230  0.9495
O  -0.4348  -0.2640  0.1585
H  -1.3208  -0.3240  0.3285
C  -2.3138  -2.9020  -0.4195
O  -1.6088  -2.0700  -1.4025
H  -1.9378  -3.7620  -0.2815
H  -3.4688  -2.8810  -0.5925
H  -1.9158  -2.3360  0.5345
H  -1.3118  -1.3120  -1.0255
C  -1.0718  3.0770  -0.6825
O  -0.7998  1.9830  -1.5165
H  -0.8098  2.8110  0.2585
H  -1.9848  3.5420  -0.8675
H  -0.4248  3.7280  -1.1725
H  -0.6008  1.2960  -0.8855
C  1.9832  -0.1950  -2.1255
O  1.8852  0.2410  -0.7585
H  2.9972  0.1960  -2.4015
H  1.3242  0.2050  -2.9515
H  1.8272  -1.2090  -2.2075
H  0.9642  -0.1750  -0.5115
C  0.9572  1.7660  2.6505
O  0.2282  0.6170  2.6075
H  1.9922  1.6010  2.4095
H  0.8582  2.1750  3.6035
H  0.7472  2.4690  1.7065
H  -0.0138  0.4010  1.6455

***

# 6
The following is a quantum chemistry calculation of 7 unconnected molecules or ions with the total composition C4H20O6 at a distorted geometry, from the OMol25 dataset.

Calculated values
- SMILES: C=C(C)C.O.O.O.O.O.O
- Kohn-Sham gap: 9.745 eV
- Energy above the lowest of the compared OMol25 structures with the same formula, charge and spin: 6.33 kcal per mole
- Max |F|: 0.0346 Eh/bohr

Cartesian coordinates (Å):
C  1.2351  -2.5316  2.0276
C  0.7679  -1.1945  1.5444
C  -0.4469  -0.7133  1.8007
C  1.7321  -0.4099  0.6954
H  2.2854  -2.7813  1.8520
H  0.7034  -3.4078  1.6435
H  1.1874  -2.6278  3.1195
H  -0.7269  0.1922  1.2698
H  -1.2069  -1.0947  2.4680
H  2.0993  0.4493  1.2614
H  1.2626  -0.1002  -0.2437
H  2.6336  -0.9079  0.3304
H  2.6434  1.4697  -2.0582
H  3.0867  2.0182  -0.7486
O  2.6019  2.2834  -1.5397
H  -2.1343  -2.8288  0.1958
H  -0.7191  -2.4144  0.1373
O  -1.4529  -2.6008  -0.4505
H  -0.2900  0.0420  -3.1906
H  -1.0080  -0.6016  -1.9558
O  -0.3705  0.0654  -2.2345
H  -2.9323  -1.1773  -0.7446
H  -3.9750  -0.0741  -0.8386
O  -3.3477  -0.4717  -0.2233
H  0.7774  2.8053  -1.7583
H  -0.4337  1.8780  -1.7072
O  -0.1834  2.8124  -1.6177
H  -1.7283  3.5694  0.7797
H  -0.8648  4.0195  -0.3416
O  -1.1956  4.3327  0.5275

***

# 7
The following is a quantum chemistry calculation of 7 unconnected molecules or ions with the total composition C4H20O7S at a distorted geometry, from the OMol25 dataset.

Calculated values
- SMILES: O=CCCCS.O.O.O.O.O.O
- Kohn-Sham gap: 9.382 eV
- Energy above the lowest of the compared OMol25 structures with the same formula, charge and spin: 0.00 kcal per mole
- Max |F|: 0.0406 Eh/bohr

Cartesian coordinates (Å):
O  -1.6927  -1.6196  0.7948
C  -1.9687  -1.0142  1.8193
C  -1.2180  0.2017  2.2607
C  0.2202  0.2455  1.8155
C  1.0432  -0.9267  2.3384
S  2.8047  -0.8853  1.9044
H  -2.8638  -1.4350  2.3077
H  -1.4086  0.3020  3.3398
H  -1.7953  1.0690  1.9134
H  0.1301  0.3418  0.7270
H  0.7657  1.1025  2.2202
H  0.6514  -1.8765  1.9776
H  0.9263  -0.8743  3.4225
H  2.6382  -0.5995  0.5936
H  0.5056  0.2277  -2.5733
H  -0.1718  1.5678  -2.6253
O  0.5928  1.0997  -2.9942
H  -1.1080  -1.8745  -2.1001
H  -0.6994  -1.2891  -0.7821
O  -0.9202  -1.0190  -1.6942
H  1.9295  -3.2557  -1.5009
H  1.4805  -1.7511  -1.8272
O  1.8662  -2.5646  -2.1606
H  -1.7324  3.1326  0.0460
H  -0.3641  2.7590  0.5434
O  -1.2380  3.0048  0.8661
H  2.8536  0.3402  -2.4470
H  2.4033  1.2892  -1.3616
O  2.7335  0.3940  -1.4931
H  -2.7267  1.3359  -2.2347
H  -1.5743  0.8744  -1.4673
O  -2.0631  1.6974  -1.6290

***

# 8
The following is a quantum chemistry calculation of 6 unconnected molecules or ions with the total composition C4H21N2O7 at a distorted geometry, from the OMol25 dataset.

Calculated values
- Kohn-Sham gap: 11.314 eV
- Energy above the lowest of the compared OMol25 structures with the same formula, charge and spin: 11.09 kcal per mole
- Charge: +1
- Max |F|: 0.0856 Eh/bohr

Cartesian coordinates (Å):
N  0.8949  -0.0672  -1.1095
C  1.1358  -1.0410  0.0109
C  -0.2711  -1.4077  0.6862
C  -0.8688  -2.6467  0.0283
O  -1.1213  -0.3386  0.4120
C  2.0311  -0.3917  1.0693
N  2.9145  -1.1634  1.7359
O  1.9646  0.7987  1.2907
H  -0.0006  -0.3354  -1.6137
H  1.6722  -0.0749  -1.7327
H  0.8091  0.9074  -0.7637
H  1.6036  -1.9818  -0.3981
H  -0.0833  -1.5556  1.8016
H  -1.8442  -2.8512  0.5201
H  -0.2878  -3.5000  0.1761
H  -1.0715  -2.5236  -1.0341
H  -0.9900  0.4269  1.0702
H  3.0285  -2.2004  1.6294
H  3.4687  -0.7828  2.4106
H  2.0066  2.5891  -0.0247
H  0.5618  3.1339  -0.3166
O  1.2464  2.5108  -0.6747
H  -3.9787  -1.0407  -0.9493
H  -2.5254  -0.6757  -0.6231
O  -3.0887  -0.9073  -1.3196
H  -1.4394  4.1830  0.0553
H  -0.4626  4.7206  1.0587
O  -0.6513  3.9446  0.5757
H  -1.0378  -1.5034  -3.7641
H  -1.9392  -0.9235  -2.5976
O  -0.9878  -0.9397  -2.9844
H  -0.6520  2.4888  1.5081
H  0.4721  1.5098  1.9169
O  -0.5082  1.6387  1.9500

***

Question: What is the max |F| in the eighth record?
Answer: 0.0856 Eh/bohr

***

Question: Which value of max |F| does entry 7 give?
Answer: 0.0406 Eh/bohr